[1]
Computed, not measured: C11H20Br3FN3O6P as an isolated structure, with wB97M-V/def2-TZVPD.

```
45
C11H20Br3FN3O6P | OMol25 | wB97M-V/def2-TZVPD
C -2.58 0.46 -2.27
C -1.63 -0.47 -1.52
O -1.44 -0.14 -0.15
C -1.07 1.19 0.11
C 0.28 1.63 -0.50
C 1.46 1.83 0.45
O 2.35 2.80 -0.14
N 2.71 2.44 -1.45
O 3.14 3.36 -2.02
O 1.06 2.49 1.65
C 1.00 1.61 2.69
O 0.62 1.94 3.77
C 1.52 0.23 2.24
F 0.42 -0.60 2.01
P 2.63 -0.48 3.59
N 1.45 -0.79 4.78
O 2.85 -1.98 2.97
C 2.27 0.63 0.98
C 2.79 -0.43 0.02
C 1.75 -1.35 -0.65
N 2.14 -2.76 -0.56
H -2.06 1.31 -2.70
H -3.38 0.82 -1.62
H -3.02 -0.10 -3.10
H -0.66 -0.52 -2.04
H -2.03 -1.48 -1.52
H -1.04 1.29 1.19
H -1.85 1.88 -0.23
H 0.60 0.95 -1.29
H 0.13 2.60 -0.97
H 0.49 -0.70 4.46
H 1.56 -0.14 5.55
H 2.13 -2.58 3.23
H 3.16 1.13 1.39
H 3.43 0.05 -0.72
H 3.44 -1.09 0.61
H 0.77 -1.21 -0.19
H 1.64 -1.03 -1.70
H 2.70 -3.02 -1.37
H 1.31 -3.34 -0.60
C -6.31 -1.37 -2.87
Br -4.71 -2.41 -3.08
Br -6.27 -0.32 -1.26
Br -6.65 -0.28 -4.42
H -7.13 -2.06 -2.78
```

Values from the calculation:
- HOMO-LUMO gap (eV) = 9.2
- E_tot (eV) = -250617.7720
- net charge = 0
- highest occupied orbital energy (eV) = -9.39
- spin multiplicity = 1

=====

[2]
Computed, not measured: C11H20BrKN2O2P as an isolated structure at a distorted geometry, with wB97M-V/def2-TZVPD.

```
38
C11H20BrKN2O2P | OMol25 | wB97M-V/def2-TZVPD
C 2.44 1.83 0.21
C 1.21 2.66 -0.50
N -0.18 2.28 -0.04
C -0.41 0.79 0.00
C -2.00 0.35 0.28
C -2.68 1.10 1.57
C -2.31 0.34 3.01
O -1.13 -0.32 3.19
Br -3.55 0.32 4.61
C -2.57 0.64 -1.24
O -3.66 1.34 -1.55
N -1.54 -0.07 -2.10
C -0.19 -0.11 -1.36
P 0.49 -1.81 -0.80
C -0.25 -3.23 -1.84
C 2.41 -1.89 -1.13
C 3.17 -2.17 0.31
H 2.38 0.66 0.09
H 3.43 2.16 -0.36
H 2.62 2.13 1.34
H 1.37 3.80 -0.20
H 1.32 2.63 -1.68
H -0.45 2.76 0.85
H 0.10 0.40 1.00
H -2.10 -0.81 0.50
H -2.41 2.26 1.63
H -3.85 1.05 1.45
H -1.94 -1.04 -2.20
H 0.64 0.38 -2.02
H 0.52 -4.12 -1.83
H -0.39 -2.84 -2.95
H -1.25 -3.65 -1.41
H 2.74 -0.83 -1.55
H 2.64 -2.72 -1.95
H 2.39 -2.45 1.13
H 3.96 -3.02 0.17
H 3.69 -1.16 0.67
K -4.65 2.36 4.69
```

Values from the calculation:
- HOMO-LUMO gap (eV) = 6.1
- E_tot (eV) = -114448.3398
- net charge = +1
- highest occupied orbital energy (eV) = -10.25
- spin multiplicity = 1